Arrangement A

Here is one molecule with the formula CH3NO4S from OMol25. Energies are from ωB97M-V with the def2-TZVPD basis set.

Molar mass = 125.11 g/mol

The geometry in XYZ format:
```
10
CH3NO4S ωB97M-V with the def2-TZVPD basis set
S -0.560 -0.816 -0.066
O -1.452 -1.654 0.657
O -1.354 1.755 0.289
O 0.167 -1.240 -1.255
O 1.506 0.656 0.270
N 0.608 -0.134 1.010
C -1.185 0.896 -0.503
H 1.320 -0.705 1.570
H 2.132 0.177 -0.344
H -1.181 1.063 -1.628
```

=====

Arrangement B

Here is one molecule with the formula CH3NO4S from OMol25. Energies are from ωB97M-V with the def2-TZVPD basis set.

Molar mass = 125.11 g/mol

The geometry in XYZ format:
```
10
CH3NO4S ωB97M-V with the def2-TZVPD basis set
S 0.622 0.779 -1.729
O 0.326 3.140 -2.649
O 1.982 0.359 -1.615
O 0.678 4.599 -1.131
O 0.545 2.529 -0.600
N 0.541 3.488 -1.509
C -0.298 -0.013 -0.309
H 0.373 -0.314 0.416
H -0.771 0.823 0.129
H -1.012 -0.792 -0.539
```

=====

It is arrangement B that is the least stable of them.

=====

Arrangement A

Here is C37H29IN2NdO4P2S2 as an isolated structure from OMol25. Energies are from ωB97M-V with the def2-TZVPD basis set.

Total charge = +1
Molar mass = 962.88 g/mol
Spin multiplicity = 4

The geometry in XYZ format:
```
78
C37H29IN2NdO4P2S2 ωB97M-V with the def2-TZVPD basis set
Nd -2.043 1.249 0.713
I -1.171 1.477 3.599
S -0.939 1.020 -2.055
S -2.363 -1.444 0.755
P 0.609 -0.076 -1.396
P -0.335 -1.653 1.047
O -3.844 5.017 2.936
O -3.996 2.028 -3.418
O -3.744 1.087 -1.391
O -3.602 2.912 2.296
N -3.548 3.392 -0.219
N 0.367 2.012 0.662
C 0.553 -4.029 -3.699
C -0.797 -4.309 0.364
C -3.717 4.083 1.995
C -4.281 4.589 -2.148
C 4.561 0.940 -1.439
C 1.861 3.415 1.865
C 3.442 2.347 -3.033
C -0.623 -3.507 -3.175
C 2.181 0.743 -1.755
C 1.768 -2.129 -2.871
C -3.857 3.439 -1.511
C 0.586 -0.355 0.348
C -3.784 4.461 0.547
C 1.744 -3.333 -3.559
C 1.041 0.909 1.030
C 1.469 -3.538 0.116
C 1.874 -4.824 -0.206
C -0.608 -2.296 -2.506
C -0.391 -5.594 0.043
C 0.944 -5.854 -0.237
C 0.658 -2.337 5.464
C 0.594 -1.611 -2.331
C 0.132 -3.277 0.396
C -4.212 5.665 0.005
C 2.149 1.030 1.868
C 1.678 -2.231 4.525
C 2.232 1.750 -2.713
C -0.664 -2.214 5.070
C 0.780 3.225 1.033
C 1.368 -1.996 3.198
C 3.354 0.341 -1.121
C 2.540 2.281 2.302
C -0.974 -1.964 3.741
C 0.041 -1.841 2.801
C -3.849 2.066 -2.102
C 4.607 1.946 -2.396
C -4.424 5.737 -1.366
H 1.260 -6.859 -0.480
H 5.550 2.413 -2.643
H 0.538 -4.972 -4.227
H 1.323 2.074 -3.203
H 3.321 -0.445 -0.375
H 2.697 0.148 2.160
H 2.190 -2.730 0.130
H 3.391 2.375 2.963
H 2.710 -2.342 4.829
H 0.205 4.067 0.661
H -1.556 -4.041 -3.290
H 3.470 3.126 -3.783
H -3.925 1.094 -3.685
H -1.117 -6.395 0.013
H -1.841 -4.113 0.575
H 2.168 -1.967 2.468
H -1.525 -1.881 -2.105
H -4.520 4.587 -3.201
H 2.913 -5.018 -0.434
H -4.418 6.532 0.619
H 2.157 4.409 2.163
H 5.467 0.625 -0.940
H 2.658 -3.724 -3.984
H 0.900 -2.529 6.501
H -1.456 -2.302 5.800
H 2.706 -1.599 -2.768
H -2.006 -1.842 3.437
H -3.878 5.898 2.540
H -4.756 6.663 -1.813
```

=====

Arrangement B

Here is C37H29IN2NdO4P2S2 as an isolated structure from OMol25. Energies are from ωB97M-V with the def2-TZVPD basis set.

Total charge = +1
Molar mass = 962.88 g/mol
Spin multiplicity = 4

The geometry in XYZ format:
```
78
C37H29IN2NdO4P2S2 ωB97M-V with the def2-TZVPD basis set
Nd 1.757 0.455 -0.313
I 2.596 0.144 -3.553
S 2.314 -1.524 1.481
S 0.468 2.053 1.667
P -1.305 1.309 0.988
P 0.450 -1.929 0.647
O 3.623 4.583 -0.181
O -0.235 0.258 -1.503
O -1.815 1.270 -2.992
O 3.276 2.429 -0.375
N 4.172 -0.283 -1.160
N 0.845 2.663 -1.328
C -4.179 4.861 0.437
C -0.053 -3.438 -3.101
C 2.857 3.566 -0.523
C -1.793 -3.294 1.445
C -3.331 -0.131 2.189
C -1.061 3.896 -2.024
C 2.099 -3.070 -1.387
C -1.741 -1.089 4.253
C -0.388 5.077 -1.803
C -1.980 0.210 2.245
C -4.427 3.676 -0.243
C 2.302 -3.622 -2.651
C -1.103 1.374 -1.833
C 0.920 5.040 -1.310
C 0.825 -2.700 -0.977
C -3.095 4.952 1.297
C 6.374 -1.156 -0.932
C 5.379 -0.978 -3.107
C -0.253 -2.888 -1.851
C -0.410 -3.225 1.561
C -3.085 -1.424 4.199
C 0.277 -4.167 2.323
C -1.186 -0.271 3.280
C -1.807 -5.251 2.837
C 1.232 -3.804 -3.507
C 4.270 -0.451 -2.469
C 1.488 3.808 -1.088
C 5.214 -0.633 -0.396
C 6.452 -1.336 -2.306
C -1.493 0.578 -0.658
C -0.424 -5.176 2.963
C -0.406 2.692 -1.745
C -2.491 -4.314 2.078
C -2.493 2.671 0.786
C -2.252 3.863 1.467
C -3.595 2.581 -0.068
C -3.880 -0.947 3.164
H 1.385 -4.236 -4.487
H -2.079 3.879 -2.383
H -3.962 0.236 1.390
H -2.351 -6.042 3.336
H -5.276 3.600 -0.910
H 1.354 -4.100 2.423
H -0.892 -3.584 -3.769
H -2.329 -2.545 0.873
H 2.932 -2.944 -0.703
H 3.298 -3.921 -2.955
H -3.515 -2.059 4.961
H 5.399 -1.103 -4.179
H 7.194 -1.425 -0.283
H -3.793 1.665 -0.609
H 0.104 -5.907 3.560
H 3.172 5.427 -0.317
H -2.903 5.869 1.838
H -3.568 -4.368 1.988
H -4.836 5.711 0.302
H 5.094 -0.502 0.671
H -2.428 0.531 -2.862
H -0.135 -0.008 3.321
H -1.396 3.938 2.124
H 1.443 5.969 -1.121
H -1.115 -1.466 5.050
H 7.343 -1.754 -2.755
H -4.930 -1.204 3.118
H -1.250 -2.586 -1.549
H -0.871 6.024 -1.996
```

=====

It is arrangement B that is the least stable of them.

=====

Arrangement A

Here is C20H36NOP2Sn as an isolated structure from OMol25. Energies are from ωB97M-V with the def2-TZVPD basis set.

Total charge = +2
Molar mass = 487.17 g/mol
Spin multiplicity = 2

The geometry in XYZ format:
```
61
C20H36NOP2Sn ωB97M-V with the def2-TZVPD basis set
Sn -1.684 -0.829 2.857
P -0.317 -2.057 -2.715
P -0.072 1.978 -2.874
O -0.368 0.499 3.796
N -0.516 0.659 5.161
C 1.863 -1.223 -1.330
C 0.982 -2.906 -3.656
C -1.122 0.611 -0.764
C 0.462 -1.572 -1.186
C -1.820 0.521 7.124
C -0.269 -2.370 3.546
C -0.675 0.725 7.892
C 0.562 0.911 7.257
C 2.559 -0.066 -0.806
C -0.513 -0.711 -0.270
C 1.173 3.189 -3.326
C 1.889 1.011 0.156
C 1.133 1.997 -0.561
C -1.728 0.495 5.738
C 0.623 0.880 5.864
C 0.370 0.482 -3.768
C -1.600 2.618 -3.590
C -1.709 -3.169 -2.638
C -0.698 -0.632 -3.775
C -0.219 1.853 -1.109
H 2.106 2.687 -3.605
H -0.713 0.741 8.978
H 0.419 -2.582 -0.722
H -1.797 0.979 0.020
H 1.554 2.991 -0.696
H -2.091 3.319 -2.905
H -0.036 -0.601 0.717
H 2.506 -2.041 -1.646
H 1.535 1.011 5.291
H 0.806 3.758 -4.183
H 0.574 -3.219 -4.631
H 1.334 -3.793 -3.110
H 1.372 3.886 -2.504
H 1.356 0.134 -3.395
H -1.384 -1.368 -0.086
H -2.611 0.347 5.106
H 0.002 -2.986 2.675
H -1.326 3.153 -4.509
H -2.798 0.375 7.591
H 3.455 -0.449 -0.284
H -2.646 -2.599 -2.581
H 1.347 0.530 0.979
H -0.761 -1.030 -4.805
H -1.712 -0.270 -3.521
H 2.978 0.506 -1.668
H -1.724 -3.792 -3.547
H -0.800 2.761 -0.828
H 0.638 -1.926 3.976
H 1.834 -2.235 -3.836
H -2.291 1.807 -3.846
H -0.776 -2.988 4.305
H -1.796 0.388 -1.603
H 2.744 1.529 0.614
H 0.527 0.824 -4.805
H -1.613 -3.823 -1.757
H 1.484 1.083 7.800
```

=====

Arrangement B

Here is C20H36NOP2Sn as an isolated structure from OMol25. Energies are from ωB97M-V with the def2-TZVPD basis set.

Total charge = +2
Molar mass = 487.17 g/mol
Spin multiplicity = 2

The geometry in XYZ format:
```
61
C20H36NOP2Sn ωB97M-V with the def2-TZVPD basis set
Sn -1.527 -0.251 0.564
P -0.264 -1.645 -5.789
P -0.087 1.997 -5.619
O -0.441 1.080 1.713
N -0.519 1.019 3.086
C -0.525 -0.454 -7.195
C -1.368 -3.006 -6.253
C 0.656 1.033 3.737
C 0.648 0.956 5.127
C 0.262 0.856 -7.029
C -0.569 0.936 5.797
C -0.179 -1.800 -3.458
C 1.392 -2.236 -6.354
C 0.928 1.903 -3.226
C 1.215 3.186 -5.866
C 1.722 0.793 -2.773
C -1.011 -0.671 -2.833
C 1.745 -0.355 -3.828
C -0.372 1.772 -3.864
C -1.733 1.004 3.683
C -1.760 0.959 5.085
C -0.121 -1.771 1.262
C -1.290 0.495 -3.794
C -1.636 2.736 -6.163
C 1.189 -1.663 -3.395
H -0.599 -0.358 -1.835
H -2.008 -1.096 -2.618
H -2.364 -2.588 -6.461
H 1.562 1.126 3.138
H 1.354 0.699 -7.103
H -0.009 1.490 -7.891
H -1.606 -0.286 -7.333
H 1.606 0.938 5.635
H -0.671 -2.778 -3.409
H 2.757 1.156 -2.661
H 0.695 -1.399 1.893
H -2.623 1.062 3.074
H -0.954 -3.500 -7.145
H -1.422 -3.706 -5.408
H -0.144 -0.983 -8.087
H 1.371 3.780 -4.960
H 0.863 3.802 -6.702
H 1.424 0.436 -1.764
H -1.956 3.494 -5.439
H -1.394 3.195 -7.131
H 1.266 2.924 -3.023
H 1.224 -2.710 -7.334
H -2.717 0.967 5.581
H 2.127 2.637 -6.145
H 2.786 -0.463 -4.181
H 0.299 -2.276 0.386
H 2.100 -1.398 -6.458
H -2.309 0.881 -3.568
H -0.581 0.906 6.895
H -0.739 -2.498 1.803
H -0.999 2.646 -3.582
H 1.153 -0.011 -4.717
H 1.869 -2.496 -3.237
H 1.793 -2.965 -5.637
H -1.386 0.062 -4.830
H -2.414 1.973 -6.298
```

=====

It is arrangement A that is the least stable of them.

=====

Arrangement A

Here is one molecule with the formula C2H3Cl2NO from OMol25. Energies are from ωB97M-V with the def2-TZVPD basis set.

Molar mass = 127.96 g/mol

The geometry in XYZ format:
```
9
C2H3Cl2NO ωB97M-V with the def2-TZVPD basis set
Cl 2.391 -1.000 -0.397
Cl 1.605 1.753 -0.335
O -2.240 -0.253 -0.434
N -1.077 0.447 -0.242
C 1.256 0.143 0.284
C -0.113 -0.259 0.008
H 1.444 0.122 1.331
H -2.907 0.364 -0.236
H -0.358 -1.317 0.021
```

=====

Arrangement B

Here is a 2-piece molecular cluster, C2H3Cl2NO overall from OMol25. Energies are from ωB97M-V with the def2-TZVPD basis set.

Molar mass = 127.96 g/mol

The geometry in XYZ format:
```
9
C2H3Cl2NO ωB97M-V with the def2-TZVPD basis set
Cl 0.979 2.724 -0.014
Cl 5.754 -1.014 -0.045
O 3.609 0.759 0.295
N 2.439 0.628 0.172
C 1.241 1.010 -0.004
C 0.108 0.257 -0.146
H -0.705 0.614 0.328
H 0.339 -0.774 0.101
H -0.184 0.108 -1.184
```

=====

It is arrangement B that is the least stable of them.